[1]
{"formula": "C3H12InN6O3", "method": "the ωB97M-V functional and the def2-TZVPD basis", "largest_force_ev_per_a": 5.93, "total_charge": 3, "e_lumo_ev": -15.5, "de_lowest_kj_mol": 391.8, "homo_lumo_gap_ev": 1.186, "elements": ["In", "C", "O", "N", "N", "H", "H", "H", "H", "C", "O", "N", "N", "H", "H", "H", "H", "C", "O", "N", "N", "H", "H", "H", "H"], "coordinates": [[-13.3254, -11.8900, 22.5132], [-12.0962, -5.0355, 21.7946], [-12.0853, -6.2741, 21.4947], [-11.9263, -4.6636, 22.9880], [-11.9088, -4.0265, 20.9674], [-11.8290, -5.3035, 23.7633], [-11.6419, -3.7013, 23.1031], [-12.1024, -3.0961, 21.3094], [-11.4056, -4.1510, 20.1006], [-13.7956, -18.6655, 23.8891], [-13.2744, -17.5150, 23.8703], [-13.7894, -19.4792, 22.9264], [-14.1693, -19.1788, 25.0127], [-14.2536, -20.3758, 22.9505], [-13.0814, -19.2264, 22.2519], [-14.2020, -18.6279, 25.8586], [-14.1354, -20.1852, 25.0906], [-14.8538, -9.6679, 15.7847], [-14.5543, -10.1404, 16.9193], [-13.9947, -9.1473, 14.9875], [-15.9649, -9.9669, 15.2624], [-13.0715, -9.1973, 15.3941], [-14.1599, -9.0287, 13.9982], [-15.9729, -9.8605, 14.2580], [-16.6530, -10.6042, 15.6370]], "forces_ev_per_angstrom": [[0.0, 0.0, 0.1], [1.2, -3.7, -3.7], [-0.3, 1.4, 0.2], [-0.1, 1.3, 5.8], [-0.5, 1.2, -2.4], [-0.3, 0.0, 0.0], [0.2, -0.2, 0.7], [0.3, 0.0, -0.4], [-0.5, 0.0, -0.1], [1.5, 2.9, 1.1], [-0.3, -0.1, 0.0], [0.7, -1.7, -4.5], [-1.4, -0.7, 4.0], [0.3, 0.1, -0.2], [-0.4, -0.6, -0.8], [-0.1, 0.0, 0.0], [0.0, 0.0, 0.5], [1.6, -2.2, 3.9], [0.1, 0.7, -0.2], [3.2, 1.8, -0.7], [-5.0, -0.9, -2.7], [0.4, 0.6, -0.7], [0.4, 0.0, 0.1], [-0.7, -0.2, -0.1], [0.1, 0.2, 0.4]]}

[2]
{"formula": "C3H12N", "method": "the ωB97M-V functional and the def2-TZVPD basis", "largest_force_ev_per_a": 4.03, "total_charge": 1, "e_lumo_ev": -4.8, "de_lowest_kj_mol": 198.7, "homo_lumo_gap_ev": 7.383, "elements": ["N", "H", "H", "H", "H", "C", "C", "C", "H", "H", "H", "H", "H", "H", "H", "H"], "coordinates": [[-4.4737, -3.5214, -2.8256], [-3.6699, -3.8687, -3.3794], [-5.3246, -3.6055, -3.3832], [-4.5121, -4.0342, -1.9306], [-4.3018, -2.4937, -2.6563], [1.3504, 1.8077, -0.0663], [1.5203, 1.6321, 1.5042], [2.7406, 1.0402, 2.1286], [0.2155, 1.9842, -0.1883], [1.8653, 0.9584, -0.5371], [2.0231, 2.6947, -0.3847], [0.7078, 0.9167, 1.8298], [1.3552, 2.5054, 2.2103], [3.7411, 1.4521, 1.8963], [2.3932, 1.1532, 3.0714], [3.1552, 0.1071, 1.8324]], "forces_ev_per_angstrom": [[1.0, 1.1, 0.0], [-0.4, 0.0, 0.2], [-0.2, -0.2, 0.1], [-0.2, 0.2, -0.4], [-0.2, -1.2, 0.0], [0.8, 1.9, 2.0], [-1.7, -0.4, -0.5], [2.5, 0.4, -3.1], [2.1, -0.4, -0.7], [-1.0, -0.1, -0.1], [-1.6, -1.1, 0.3], [0.5, 0.7, -0.4], [-0.3, -0.2, -1.8], [-0.7, 1.7, 0.6], [0.6, -0.5, 3.7], [-1.3, -2.0, 0.0]]}